1.
Entry from the Open Molecules 2025 dataset: a gas-phase ion, C5H13N2O (charge +1) (ωB97M-V/def2-TZVPD).

Charge ... +1
LUMO energy ... -0.2730 Ha
ΔE to the lowest compared entry with this formula, charge and spin ... 124.6 kcal per mole
F_max ... 5.5 eV/Å
HOMO energy ... -0.5192 Eh

Geometry as XYZ:
```
21
Properties=species:S:1:pos:R:3:forces:R:3
O 1.4921 0.8075 0.2123 -0.8 -0.1 -1.7
C 0.8329 -0.0216 0.8410 3.5 1.5 3.9
N 1.5109 -1.1004 1.4472 -0.6 0.2 -0.9
C 2.7180 -1.4974 0.7348 0.8 -0.2 0.8
C -0.2057 -0.8600 -0.4246 -2.9 -1.7 -3.1
N -0.8970 -0.0445 -1.2273 1.3 0.2 0.4
C -1.3714 1.3058 -0.9021 -0.4 0.7 -0.3
C -2.8061 1.4688 -0.4620 0.2 0.5 1.1
H 1.6586 -0.7884 2.4019 -0.1 -0.7 0.4
H 3.5167 -0.7550 0.7326 -0.3 0.4 -0.3
H 3.1736 -2.3488 1.2292 -0.3 -0.3 0.1
H 2.4712 -1.7895 -0.2766 0.0 0.0 -0.2
H 0.5061 -1.4191 -1.0144 0.3 -0.3 0.3
H -0.8045 -1.5016 0.2167 0.5 0.7 1.3
H -0.5251 -0.1138 -2.1548 0.2 0.5 -0.6
H 0.0444 0.3759 1.5030 -0.8 -0.2 -0.5
H -0.6616 1.7052 -0.1720 -0.2 -0.3 0.3
H -1.1581 1.9317 -1.7730 -0.2 -0.3 -0.2
H -3.5553 1.3404 -1.2192 -0.1 -0.2 -0.6
H -2.9032 2.4916 -0.0687 0.0 -0.3 -0.2
H -3.0364 0.8132 0.3758 0.0 -0.1 0.0
```
Positions in Å, forces in eV/Å.

These are the Mulliken partial charges, in e, on atoms 1 to 8: O -0.44; C -0.07; N -0.25; C -0.72; C -0.58; N 0.01; C -0.30; C -1.12

***

2.
Entry from the Open Molecules 2025 dataset: a molecular structure, C24H20Br2N3O4S3Ti (ωB97M-V/def2-TZVPD).

Charge ... +1
LUMO energy ... -0.1572 Ha
F_max ... 2.7 eV/Å
HOMO energy ... -0.4107 Eh

Geometry as XYZ:
```
57
Properties=species:S:1:pos:R:3:forces:R:3
Ti 0.4958 0.3048 1.1425 0.1 1.1 -1.0
C -3.6385 1.5981 1.1500 0.0 0.0 0.0
C -2.4135 0.9021 1.6418 0.2 0.2 -0.3
N -1.2864 1.0670 0.9995 -1.2 0.7 0.7
N -1.2330 2.0386 0.0032 -0.5 0.4 -0.8
C -0.2758 2.8839 0.2011 -0.1 0.1 1.0
S 0.8763 2.6605 1.5170 -0.4 -0.1 -0.1
S -0.1824 4.3054 -0.8162 0.1 0.2 -0.3
C -0.1735 5.6499 0.4666 -0.3 -0.5 0.0
C -1.5512 5.8611 1.0405 0.0 0.0 0.0
C -1.9907 5.2115 2.1932 0.1 0.0 -0.1
C -3.2988 5.3559 2.6332 0.0 0.0 0.0
C -4.1823 6.1678 1.9384 0.0 0.0 0.1
C -3.7434 6.8543 0.8165 0.0 0.0 0.0
C -2.4411 6.6962 0.3694 0.0 0.0 0.0
C -2.4103 0.1023 2.8546 0.4 -0.3 0.1
C -3.5311 0.0169 3.6943 -0.1 0.1 -0.1
C -3.4516 -0.5751 4.9348 0.0 0.0 0.1
C -2.2533 -1.1383 5.3694 -0.1 0.0 -0.2
C -1.1500 -1.1333 4.5406 0.3 0.0 -0.2
C -1.2166 -0.5125 3.2985 -0.8 -0.1 0.4
O -0.1372 -0.4961 2.5105 -0.9 -1.3 2.3
H -3.3678 2.5519 0.7066 -0.1 0.0 0.0
H -4.3732 1.7539 1.9315 0.0 0.0 0.0
H -4.0847 0.9852 0.3610 0.0 0.0 0.0
H 0.1426 6.5267 -0.0942 0.1 0.0 0.0
H 0.5852 5.4040 1.2045 0.0 0.1 0.1
H -1.3090 4.5998 2.7652 0.2 -0.1 0.0
H -3.6173 4.8418 3.5325 0.0 0.0 0.0
H -5.2025 6.2840 2.2811 0.0 0.0 0.0
H -4.4152 7.5210 0.2920 0.0 0.0 0.0
H -2.1150 7.2211 -0.5211 0.0 0.0 0.0
H -4.4766 0.4304 3.3741 0.0 0.0 0.0
H -4.3174 -0.5862 5.5821 0.0 0.0 0.0
H -2.1869 -1.5873 6.3508 0.0 0.0 0.0
H -0.2092 -1.5828 4.8308 0.0 0.0 0.1
Br -1.0191 -1.3955 -0.8570 -0.1 -0.2 0.0
C -0.3566 -3.0262 -0.0438 0.3 0.2 0.1
Br 1.3412 -2.6287 0.8220 -0.3 -0.5 -0.3
H -0.2153 -3.7664 -0.8201 0.1 0.0 0.0
H -1.0661 -3.3519 0.7054 0.0 0.0 0.0
O 3.7298 -1.7492 2.2469 0.1 0.1 0.0
S 3.8837 -0.3232 2.1962 0.1 -0.3 0.1
O 4.2338 0.3867 3.3739 0.0 0.3 -0.1
N 2.4556 0.2693 1.5263 1.2 -0.2 0.1
C 2.5954 0.4090 0.2130 0.8 0.0 -0.4
O 1.5285 0.4987 -0.4817 1.0 0.1 -1.1
C 3.9766 0.4177 -0.2718 0.2 0.0 -0.1
C 4.4470 0.7296 -1.5348 -0.1 0.0 0.0
C 5.8226 0.7316 -1.7285 0.0 0.0 0.0
C 6.6926 0.4458 -0.6832 0.0 0.0 0.0
C 6.2170 0.1241 0.5867 0.1 -0.1 0.2
C 4.8548 0.1113 0.7626 -0.5 0.1 0.0
H 3.7626 0.9830 -2.3331 0.0 0.0 0.0
H 6.2208 0.9620 -2.7070 0.0 0.0 0.0
H 7.7594 0.4665 -0.8592 0.0 0.0 0.0
H 6.8913 -0.1012 1.4017 0.0 0.0 0.0
```
Positions in Å, forces in eV/Å.

These are the Mulliken partial charges, in e, on atoms 1 to 8: Ti 0.05; C -1.35; C 0.95; N 1.18; N -1.12; C 0.55; S -0.29; S -0.04

***

3.
Entry from the Open Molecules 2025 dataset: 2 unconnected molecules or ions with the total composition C6H10O (ωB97M-V/def2-TZVPD).

LUMO energy ... -0.0159 Ha
ΔE to the lowest compared entry with this formula, charge and spin ... 93.6 kcal per mole
F_max ... 0.5 eV/Å
HOMO energy ... -0.3000 Eh

Geometry as XYZ:
```
17
Properties=species:S:1:pos:R:3:forces:R:3
C -1.1164 2.2123 0.1242 0.0 0.0 0.0
C -0.3348 0.9454 0.1636 0.0 0.0 0.0
C 0.5123 0.5048 1.1321 0.1 0.0 0.0
C 1.2968 -0.6261 0.7073 -0.4 0.3 -0.1
C 0.5676 -1.1448 -0.5011 0.1 0.0 0.0
C -0.3822 -0.0311 -0.9891 0.3 0.1 0.1
O -1.7033 -0.3915 -1.3429 -0.1 -0.1 0.2
H -2.1159 2.0217 -0.2800 0.1 0.0 0.1
H -0.6283 2.9233 -0.5553 -0.1 -0.1 0.1
H -1.1928 2.6802 1.1092 0.0 -0.1 -0.1
H 0.6839 1.0348 2.0675 0.0 -0.1 -0.2
H 2.7000 -3.4327 1.1487 0.0 0.0 0.0
H 2.5111 -2.7071 1.1411 0.1 -0.1 0.0
H 1.2493 -1.5177 -1.2737 -0.1 0.0 0.1
H -0.0022 -2.0243 -0.1621 0.1 0.1 0.0
H 0.0344 0.4337 -1.8908 0.0 0.0 0.1
H -2.0796 -0.8810 -0.5987 0.0 0.1 -0.2
```
Positions in Å, forces in eV/Å.

These are the Mulliken partial charges, in e, on atoms 1 to 8: C -1.22; C 0.57; C -0.62; C -0.46; C -0.30; C -0.04; O -0.54; H 0.30

***

4.
Entry from the Open Molecules 2025 dataset: C5H8 in the gas phase (ωB97M-V/def2-TZVPD).

LUMO energy ... 0.0392 Ha
SMILES string ... C#CCCC
ΔE to the lowest compared entry with this formula, charge and spin ... 47.5 kcal per mole
F_max ... 1.6 eV/Å
HOMO energy ... -0.3582 Eh

Geometry as XYZ:
```
13
Properties=species:S:1:pos:R:3:forces:R:3
C -0.7131 0.1760 2.5464 1.2 0.8 0.2
C -0.3451 0.7491 1.5436 0.1 -0.3 0.3
C -0.2318 1.0146 0.1199 -0.3 0.0 0.0
C 0.7872 0.0711 -0.5987 -0.2 0.0 0.0
C 0.0391 -1.0522 -1.3110 0.0 0.0 0.0
H -0.4982 -0.0732 3.5557 -0.5 -0.3 0.3
H -0.1574 2.0510 -0.2270 0.3 -0.1 0.6
H -1.3017 0.7794 0.0140 0.2 -0.3 -1.6
H 1.4960 -0.3559 0.1287 -0.4 0.2 -0.1
H 1.4126 0.6286 -1.3124 -0.4 0.0 0.2
H -0.5552 -1.6115 -0.5786 0.1 0.0 -0.2
H -0.6407 -0.6251 -2.0572 0.1 -0.2 0.1
H 0.7082 -1.7518 -1.8234 -0.1 0.1 0.1
```
Positions in Å, forces in eV/Å.

These are the Mulliken partial charges, in e, on atoms 1 to 8: C -0.14; C -0.50; C -0.40; C -0.29; C -1.18; H 0.34; H 0.37; H 0.23

***

5.
Entry from the Open Molecules 2025 dataset: C20H31N5O4 in the gas phase (ωB97M-V/def2-TZVPD).

LUMO energy ... 0.0121 Ha
SMILES string ... CC(C)Cn1[nH]c(CC(=O)N2CC(CN(C)C(=O)CC(=O)NC3CC3)C2)cc1=O
ΔE to the lowest compared entry with this formula, charge and spin ... 45.5 kcal per mole
F_max ... 1.2 eV/Å
HOMO energy ... -0.3110 Eh

Geometry as XYZ:
```
60
Properties=species:S:1:pos:R:3:forces:R:3
C 3.0510 1.8187 -2.1652 0.0 0.0 0.1
C 4.3339 0.9900 -2.2010 -0.2 -0.1 -0.3
C 4.0515 -0.4338 -2.6768 0.0 -0.1 0.1
C 5.0968 1.0007 -0.8749 0.0 0.4 -0.1
N 4.3617 0.4806 0.2532 0.5 -0.1 -0.3
N 3.4229 1.2576 0.9377 0.2 0.1 -0.8
C 2.8511 0.4099 1.8863 0.6 0.0 0.2
C 1.7827 0.9697 2.7696 -0.3 0.2 0.0
C 1.2082 -0.0814 3.7047 0.1 0.4 0.8
O 1.7984 -0.3892 4.7268 0.2 -0.5 -0.4
N 0.0102 -0.6080 3.3708 0.0 -0.2 -0.5
C -1.1496 -0.0976 2.6131 0.7 -0.3 0.3
C -1.8764 -1.4008 3.0140 -0.5 -0.5 -0.6
C -2.3476 -2.2673 1.8492 0.4 -0.1 0.2
N -3.4925 -1.7144 1.1454 -0.4 -0.1 0.2
C -4.7787 -1.9775 1.7696 -0.1 -0.1 0.1
C -3.3104 -0.9717 0.0304 0.2 0.4 -0.3
O -2.1847 -0.7394 -0.3997 0.2 -0.1 0.1
C -4.5477 -0.4184 -0.6651 0.1 -0.3 0.3
C -4.3720 0.2863 -2.0023 -0.2 -0.1 -0.5
O -5.2836 0.2396 -2.8131 0.0 0.1 0.1
N -3.2373 0.9763 -2.2008 0.3 0.3 0.3
C -2.9445 1.6715 -3.4193 0.1 -0.2 0.0
C -1.5888 2.2933 -3.5535 0.0 0.1 0.0
C -1.9412 1.0693 -4.3592 -0.1 -0.1 -0.3
C -0.5921 -1.9056 3.7092 0.0 1.1 0.5
C 3.4083 -0.8121 1.7899 -0.6 -0.1 0.4
C 4.4094 -0.7989 0.7312 0.1 -0.5 0.2
O 5.1248 -1.7079 0.3291 -0.1 0.4 -0.2
H 2.3108 1.3761 -1.4963 0.0 0.0 0.0
H 3.2417 2.8394 -1.8254 0.0 0.0 0.0
H 2.6017 1.8792 -3.1576 0.0 0.0 0.0
H 4.9991 1.4487 -2.9404 0.1 0.1 0.1
H 3.3566 -0.9474 -2.0089 0.0 0.0 0.0
H 3.6131 -0.4325 -3.6759 0.0 0.1 0.0
H 4.9650 -1.0286 -2.7142 0.0 0.0 0.0
H 6.0116 0.4184 -0.9783 -0.1 -0.2 0.2
H 5.4216 2.0200 -0.6399 -0.1 0.1 0.0
H 3.8992 2.1043 1.2365 -0.5 0.1 0.4
H 2.1792 1.7828 3.3802 0.1 0.0 0.0
H 0.9984 1.3976 2.1405 0.0 0.0 -0.1
H -1.5684 0.8063 3.0556 0.0 0.1 -0.2
H -0.9367 0.0144 1.5506 -0.3 0.1 -0.1
H -2.6935 -1.2373 3.7153 0.0 0.1 0.0
H -1.5220 -2.4093 1.1517 -0.1 0.1 -0.1
H -2.6093 -3.2637 2.2153 -0.1 0.0 0.0
H -5.6137 -1.5422 1.2316 0.1 0.1 -0.1
H -4.9508 -3.0541 1.8317 0.0 0.0 0.0
H -4.7996 -1.5759 2.7847 0.0 0.0 0.0
H -5.2428 -1.2380 -0.8446 -0.1 0.1 -0.1
H -5.0482 0.2820 0.0085 0.0 0.0 0.0
H -2.4719 0.7600 -1.5748 0.0 0.0 0.0
H -3.7888 2.1955 -3.8398 -0.1 -0.1 0.0
H -1.5158 3.2496 -4.0528 -0.1 0.0 -0.1
H -0.8928 2.1978 -2.7289 0.0 -0.2 0.0
H -1.5071 0.1157 -4.0900 0.0 0.1 0.2
H -2.1231 1.1611 -5.4219 0.0 0.2 0.0
H -0.0706 -2.7289 3.2209 -0.1 -0.1 0.1
H -0.6808 -2.0492 4.7850 0.1 -0.3 0.0
H 3.1738 -1.6812 2.3827 -0.1 0.0 -0.1
```
Positions in Å, forces in eV/Å.

These are the Mulliken partial charges, in e, on atoms 1 to 8: C -1.56; C 1.00; C -1.48; C -1.44; N 0.37; N -0.33; C 0.10; C -0.49

***

6.
Entry from the Open Molecules 2025 dataset: 2 unconnected molecules or ions with the total composition C5H14N2S (ωB97M-V/def2-TZVPD).

LUMO energy ... 0.0338 Ha
SMILES string ... C/N=C\N.CCSC
ΔE to the lowest compared entry with this formula, charge and spin ... 22.4 kcal per mole
F_max ... 2.1 eV/Å
HOMO energy ... -0.3095 Eh

Geometry as XYZ:
```
22
Properties=species:S:1:pos:R:3:forces:R:3
C -0.1805 1.3983 0.5919 -0.6 0.0 0.2
N -1.5616 1.8185 0.3047 -0.4 2.0 -0.4
C -1.8342 3.0750 0.2786 0.5 -1.0 0.5
N -0.9315 4.1746 0.5250 0.2 -0.1 -0.3
H 0.3781 1.1753 -0.3314 -0.3 0.2 0.2
H -0.2200 0.4772 1.1789 0.0 0.1 -0.2
H 0.3320 2.1553 1.1632 0.5 0.2 0.1
H -2.8276 3.4901 0.0672 -0.2 -1.1 -0.2
H -1.2513 4.9157 -0.0834 0.2 0.2 -0.3
H -1.0742 4.5887 1.4387 0.1 -0.4 0.4
C 2.1521 -1.4528 -1.9768 -0.5 0.9 -1.5
C 0.8266 -1.8937 -1.3581 -0.5 0.1 -0.1
S 0.9963 -2.1253 0.4722 -0.3 -0.2 -0.6
C -0.7239 -2.5930 0.8611 -0.7 0.8 0.0
H 1.9941 -1.2215 -3.0847 0.0 -0.2 1.4
H 2.9318 -2.1959 -1.9904 0.2 -0.4 0.4
H 2.5226 -0.5284 -1.5101 0.0 -0.3 -0.1
H 0.4735 -2.8398 -1.8551 0.2 0.9 0.7
H 0.0744 -1.0728 -1.5246 0.5 -0.9 0.1
H -1.4488 -1.7256 0.6867 1.0 -1.1 0.4
H -1.0104 -3.4007 0.1921 -0.1 -0.1 0.0
H -0.8043 -2.9667 1.9095 0.2 0.5 -0.8
```
Positions in Å, forces in eV/Å.

These are the Mulliken partial charges, in e, on atoms 1 to 8: C -0.59; N -0.41; C 0.11; N -0.62; H 0.20; H 0.11; H 0.39; H 0.30

***

7.
Entry from the Open Molecules 2025 dataset: a molecular structure, C5H10N2 (ωB97M-V/def2-TZVPD).

LUMO energy ... 0.0376 Ha
ΔE to the lowest compared entry with this formula, charge and spin ... 74.3 kcal per mole
F_max ... 1.0 eV/Å
HOMO energy ... -0.2995 Eh

Geometry as XYZ:
```
17
Properties=species:S:1:pos:R:3:forces:R:3
C 2.4857 1.1275 0.1877 0.1 0.0 0.1
C -2.2266 0.7105 0.1033 0.0 0.0 0.1
C -0.4549 -1.9857 -0.5152 0.1 0.0 -0.1
C -0.7531 0.4992 0.1677 0.3 0.6 -0.1
C -0.0065 -0.7312 0.1643 0.8 0.5 -0.2
N 0.1642 1.4407 0.0673 -0.5 -0.3 0.3
N 1.2094 0.7220 -0.3909 -0.5 -0.8 -0.1
H 0.6504 -0.8824 1.0138 -0.1 0.0 0.1
H 2.5241 2.2174 0.2890 -0.2 -0.1 -0.1
H 3.2931 0.8110 -0.4718 0.0 -0.1 0.1
H 2.6474 0.7107 1.1877 0.0 0.0 0.0
H -2.6004 0.5569 -0.9145 0.0 0.0 0.0
H -2.4588 1.7376 0.3862 0.0 0.0 0.0
H -2.7689 0.0318 0.7643 0.0 0.0 0.0
H -1.0080 -1.7786 -1.4313 0.0 0.0 0.0
H 0.4030 -2.6152 -0.7581 0.0 0.0 0.0
H -1.1002 -2.5721 0.1506 0.0 0.1 0.0
```
Positions in Å, forces in eV/Å.

These are the Mulliken partial charges, in e, on atoms 1 to 8: C -0.67; C -1.20; C -1.30; C 0.36; C 0.49; N -0.63; N -0.12; H 0.29

***

8.
Entry from the Open Molecules 2025 dataset: a gas-phase ion, C4H6NO (charge +1) (ωB97M-V/def2-TZVPD).

Charge ... +1
LUMO energy ... -0.2457 Ha
SMILES string ... O=[N+]1[C@@H]2CC[C@@H]21
ΔE to the lowest compared entry with this formula, charge and spin ... 98.2 kcal per mole
F_max ... 2.3 eV/Å
HOMO energy ... -0.6190 Eh

Geometry as XYZ:
```
12
Properties=species:S:1:pos:R:3:forces:R:3
O 2.6164 0.0000 -0.2500 0.6 0.0 0.1
N 1.4539 0.0000 -0.0703 -0.3 0.0 -0.8
C 0.4736 -0.8195 0.4393 -0.5 -2.1 0.6
C -0.8254 -0.7688 -0.3377 -0.1 -0.1 -0.5
C -0.8255 0.7687 -0.3377 -0.1 0.1 -0.5
C 0.4736 0.8195 0.4392 -0.5 2.1 0.6
H 0.7436 -1.6081 1.1364 0.3 0.2 0.0
H -1.6507 -1.1934 0.2283 0.1 0.0 0.1
H -0.7762 -1.2672 -1.3061 0.0 0.0 0.1
H -0.7764 1.2671 -1.3060 0.0 0.0 0.1
H -1.6507 1.1933 0.2284 0.1 0.0 0.1
H 0.7437 1.6084 1.1362 0.3 -0.2 0.0
```
Positions in Å, forces in eV/Å.

These are the Mulliken partial charges, in e, on atoms 1 to 8: O -0.38; N 0.65; C -0.16; C -0.51; C -0.51; C -0.16; H 0.42; H 0.31

***

9.
Entry from the Open Molecules 2025 dataset: C4H6BrN3S in the gas phase (ωB97M-V/def2-TZVPD).

LUMO energy ... 0.0028 Ha
ΔE to the lowest compared entry with this formula, charge and spin ... 66.7 kcal per mole
F_max ... 5.7 eV/Å
HOMO energy ... -0.2848 Eh

Geometry as XYZ:
```
15
Properties=species:S:1:pos:R:3:forces:R:3
C -0.6711 -1.5571 0.0976 3.7 4.3 0.8
C 1.3190 0.2101 -0.6121 -1.9 0.4 0.2
C 1.3104 -0.9030 0.0869 -4.1 -1.7 -0.3
C -1.4217 -0.4625 0.1465 -1.0 -1.6 -0.2
N 0.1576 0.9126 -0.8794 -0.6 -1.6 0.2
N -0.9976 0.8028 -0.1130 2.3 1.8 -0.8
N -0.8870 1.8555 0.8815 -2.5 -1.2 1.0
S 2.4755 -2.1468 0.3548 0.7 0.3 -0.1
Br -3.4998 -0.4736 0.1820 1.6 -0.3 0.2
H -0.6998 -2.5811 0.2332 -0.6 -1.6 0.0
H 2.0933 0.6985 -1.1147 1.8 0.3 -0.3
H 0.1239 1.6208 -1.5551 0.0 0.8 -0.8
H -0.8676 1.4184 1.8118 0.6 -0.1 -0.1
H -1.8690 2.1465 0.8883 0.2 0.8 0.0
H 3.4338 -1.5409 -0.4083 -0.3 -0.4 0.3
```
Positions in Å, forces in eV/Å.

These are the Mulliken partial charges, in e, on atoms 1 to 8: C -0.31; C -0.09; C -0.10; C -0.09; N -0.23; N 0.14; N -0.67; S -0.24

***

| no. | Kohn-Sham gap (eV) | E_tot (a.u.) |
| --- | --- | --- |
| 1 | 6.699 | -382.66306 |
| 2 | 6.897 | -8583.70020 |
| 3 | 7.729 | -309.69323 |
| 4 | 10.813 | -195.21637 |
| 5 | 8.791 | -1355.41256 |
| 6 | 9.341 | -706.55450 |
| 7 | 9.173 | -305.90546 |
| 8 | 10.157 | -285.56578 |
| 9 | 7.827 | -3292.27024 |